# C29H32BFO2S2

2 unconnected molecules or ions with the total composition C29H32BFO2S2 at a distorted geometry (ωB97M-V with the def2-TZVPD basis set, OMol25).

Each line ends with the natural charge from an NBO analysis.
Atoms and positions in Å:
C1 -1.46808 4.25435 0.23701  -0.63
C2 -1.78415 2.78190 -0.00799  0.23
C3 -2.45044 2.64761 -1.36717  -0.63
O1 -0.54100 2.07927 -0.08416  -0.74
B1 -0.43387 1.40615 1.12932  1.22
C4 0.62683 0.14715 0.85325  -0.60
C5 0.50326 -0.89166 1.94480  0.00
C6 -0.35554 -1.99408 1.77533  -0.22
C7 -0.45323 -2.97056 2.77635  -0.21
C8 0.35217 -2.88983 3.92777  -0.23
C9 1.20422 -1.79464 4.10301  -0.22
C10 1.25012 -0.79573 3.13083  -0.18
C11 1.86964 1.03500 1.02179  0.06
C12 3.06520 0.80900 0.34173  -0.23
C13 4.18070 1.62047 0.58749  -0.17
C14 4.13181 2.70012 1.47722  -0.33
C15 2.92177 2.92467 2.12458  0.49
F1 2.79085 4.04869 2.90969  -0.35
C16 1.81022 2.09561 1.96134  -0.37
O2 -1.40406 1.62911 2.06228  -0.75
C17 -2.50573 2.12667 1.24857  0.26
C18 -3.35178 3.06511 2.07752  -0.63
C19 -3.33348 0.92111 0.84753  -0.64
H1 -2.39723 4.83810 0.17049  0.21
H2 -1.00106 4.40043 1.22303  0.22
H3 -0.77288 4.61487 -0.53276  0.22
H4 -3.42736 3.14562 -1.34188  0.21
H5 -1.83100 3.16555 -2.11259  0.22
H6 -2.57230 1.60471 -1.69675  0.23
H7 0.48331 -0.29594 -0.14048  0.26
H8 -0.95082 -2.04688 0.85776  0.21
H9 -1.15523 -3.80137 2.64321  0.21
H10 0.29912 -3.66447 4.69811  0.21
H11 1.82318 -1.69766 4.99886  0.21
H12 1.89648 0.06630 3.29103  0.21
H13 3.09945 -0.02583 -0.36666  0.22
H14 5.10541 1.41360 0.05149  0.22
H15 4.97341 3.38206 1.62391  0.23
H16 0.95484 2.24798 2.64241  0.25
H17 -4.10869 3.53516 1.44220  0.21
H18 -3.89272 2.52505 2.86112  0.22
H19 -2.76834 3.85353 2.56358  0.23
H20 -4.14828 1.19983 0.17507  0.22
H21 -2.71216 0.14688 0.37704  0.22
H22 -3.78094 0.49631 1.75047  0.22
C20 -1.76956 0.13991 -5.72129  -0.64
C21 -1.38946 -0.57659 -4.47224  -0.19
C22 -2.22607 -1.37122 -3.69110  -0.27
C23 -1.54832 -2.07029 -2.65688  -0.23
C24 -0.15943 -1.88449 -2.70484  -0.22
C25 0.80243 -2.75834 -2.16928  -0.24
C26 0.55669 -3.90018 -1.40866  -0.22
C27 1.73641 -4.47301 -0.88291  -0.26
C28 2.89605 -3.87328 -1.34959  -0.20
C29 4.27066 -4.25035 -0.95169  -0.64
S1 2.53853 -2.54884 -2.37846  0.43
S2 0.24528 -0.67014 -3.91064  0.43
H23 -2.85628 0.19277 -5.84001  0.23
H24 -1.37746 1.16426 -5.76661  0.22
H25 -1.36855 -0.41419 -6.57955  0.23
H26 -3.28642 -1.46523 -3.92831  0.22
H27 -2.00754 -2.72059 -1.91254  0.22
H28 -0.45710 -4.26136 -1.25885  0.22
H29 1.76828 -5.30329 -0.18136  0.22
H30 4.30118 -5.28146 -0.58334  0.23
H31 4.98405 -4.13827 -1.77196  0.22
H32 4.60497 -3.59511 -0.13661  0.23

Results
Largest force on an atom, eV/A: 3.6
Spin multiplicity: 1
Orbital gap, eV: 7.479
Structure (SMILES): CC1(C)OB([C@H](c2ccccc2)c2cccc(F)c2)OC1(C)C.Cc1ccc(-c2ccc(C)s2)s1
LUMO, Eh: 0.0059
HOMO level, eV: -7.3
Electronic energy, Ha: -2195.90816
Net charge: 0
Energy relative to the best compared isomer or geometry (same formula, charge and spin), kJ/mol: 0.0

# C29H32BMnN10O2

A molecular structure, C29H32BMnN10O2 (ωB97M-V with the def2-TZVPD basis set, OMol25).

Each line ends with the Mulliken spin population.
Atoms and positions in Å:
Mn1 0.84850 0.40933 -0.16917  0.99
C1 0.46784 -2.22096 3.11303  0.00
C2 0.29079 -0.96138 2.54416  0.00
N1 0.69508 -0.96406 1.27695  -0.01
N2 1.15110 -2.20579 1.01138  0.02
C3 1.02149 -2.97951 2.10308  0.00
B1 2.06602 -2.45730 -0.22302  -0.05
N3 1.30147 -2.17552 -1.53153  0.00
C4 1.12561 -2.87235 -2.66402  0.01
C5 0.58968 -2.02851 -3.61625  0.00
C6 0.46382 -0.80234 -2.97195  0.02
N4 0.89576 -0.89454 -1.71539  -0.02
N5 3.19522 -1.38496 -0.16079  -0.01
C7 4.52055 -1.50581 -0.34358  0.00
C8 5.08792 -0.25097 -0.28739  0.00
C9 4.00842 0.60576 -0.09119  0.00
N6 2.86766 -0.07891 -0.02930  0.02
N7 2.62219 -3.85635 -0.12616  0.00
C10 3.57911 -4.32247 0.72291  0.00
C11 3.52569 -5.69058 0.71122  0.00
C12 2.47077 -5.98761 -0.17285  0.00
N8 1.92198 -4.89023 -0.65613  0.00
H1 0.22285 -2.53396 4.11162  0.00
H2 -0.09915 -0.06480 2.99472  0.00
H3 1.33409 -4.00972 2.08570  0.00
H4 1.39305 -3.91219 -2.69979  0.00
H5 0.33358 -2.27034 -4.63152  0.00
H6 0.07226 0.12692 -3.34818  0.00
H7 4.97095 -2.46824 -0.50822  0.00
H8 6.12802 0.00466 -0.37500  0.00
H9 4.01658 1.67765 0.00729  0.00
H10 4.20548 -3.65425 1.28892  0.00
H11 4.15465 -6.37443 1.25256  0.00
H12 2.09433 -6.95184 -0.47305  0.00
C13 1.56191 2.37355 -1.34345  0.00
C14 1.60596 2.82909 0.12558  0.01
C15 0.39685 3.66609 0.43266  0.03
C16 0.51313 5.04187 0.50287  0.00
C17 -0.61991 5.83638 0.61168  0.00
C18 -1.86439 5.24310 0.57834  0.01
C19 -2.02307 3.85743 0.50529  0.00
C20 -3.43087 3.35011 0.27169  0.00
C21 -3.88774 3.65717 -1.15680  0.00
C22 -0.86640 3.06453 0.51298  0.00
N9 -0.93742 1.63599 0.57300  -0.02
C23 -1.83182 1.20978 1.40627  -0.01
C24 -2.36083 -0.11036 1.49225  0.01
C25 -3.04336 -0.73584 2.52729  0.00
C26 -3.28368 -2.06354 2.14425  0.00
C27 -2.77784 -2.23282 0.86869  0.01
N10 -2.23349 -1.05461 0.50344  -0.01
H13 2.48743 1.92995 -1.70027  0.00
H14 1.33220 3.23694 -1.96832  0.00
H15 0.69346 1.71333 -1.58999  -0.01
H16 2.50558 3.42744 0.27339  0.00
H17 1.71747 1.99877 0.85566  -0.01
H18 1.49552 5.49538 0.46282  0.00
H19 -0.52901 6.91083 0.68991  0.00
H20 -2.75300 5.86235 0.59825  0.00
H21 -4.10410 3.82821 0.98736  0.00
H22 -3.52928 2.27944 0.44431  0.00
H23 -3.86581 4.72826 -1.35474  0.00
H24 -4.90817 3.30756 -1.31651  0.00
H25 -3.23752 3.16714 -1.88222  0.00
H26 -2.27110 1.91557 2.11381  0.01
H27 -3.29274 -0.27850 3.47079  0.00
H28 -3.76886 -2.82723 2.72635  0.00
H29 -2.77067 -3.07670 0.19972  0.00
C28 -4.05199 -0.25219 -1.37138  0.00
C29 -2.58623 -0.01258 -1.55468  0.00
O1 -2.06736 0.68425 -2.36434  0.00
O2 -1.71201 -0.75167 -0.72590  0.01
H30 -4.56644 0.19392 -2.21687  0.00
H31 -4.40491 0.21345 -0.45048  0.00
H32 -4.27285 -1.31629 -1.31183  0.00

Results
Largest force on an atom, eV/A: 0.5
Spin multiplicity: 2
Orbital gap (alpha / beta), eV: 8.010 / 7.958
LUMO (alpha / beta), Eh: -0.1182 / -0.1196
HOMO level (alpha / beta), eV: -11.2 / -11.2
Electronic energy, Ha: -2998.01890
Net charge: +1
<S²>: 1.0149

# C29H32BN12O3W

A molecular structure, C29H32BN12O3W at a distorted geometry (ωB97M-V with the def2-TZVPD basis set, OMol25).

Each line ends with the Löwdin charge.
Atoms and positions in Å:
W1 0.03315 -0.05086 -0.31295  1.98
C1 0.24299 3.82549 -2.40284  0.01
C2 0.73750 2.92357 -1.47512  -0.14
N1 -0.05296 1.84005 -1.42570  -0.11
N2 -1.05619 2.03735 -2.32243  0.01
C3 -0.89296 3.21735 -2.91983  0.01
B1 -1.81906 0.72882 -2.62386  -0.49
N3 -0.62736 -0.25772 -2.39891  0.02
C4 -0.19210 -1.01637 -3.33427  -0.06
C5 0.94663 -1.90751 -3.21541  0.00
C6 1.44933 -2.23437 -2.02185  -0.08
N4 0.83183 -1.86726 -0.79784  -0.11
N5 -2.71110 0.41032 -1.41236  0.01
C7 -4.00731 0.49691 -1.12947  0.02
C8 -4.17870 0.36304 0.24444  0.02
C9 -2.90657 0.21406 0.75444  -0.05
N6 -2.00879 0.23814 -0.26281  -0.12
H1 0.65115 4.78294 -2.67320  0.13
H2 1.60169 3.00293 -0.83837  0.11
H3 -1.58470 3.54649 -3.67806  0.15
H4 -2.38301 0.68341 -3.66265  0.13
H5 -0.69493 -0.96071 -4.29817  0.15
H6 1.38569 -2.28915 -4.12664  0.13
H7 2.34591 -2.82383 -1.87082  0.14
H8 -4.72723 0.66103 -1.91454  0.16
H9 -5.10441 0.37234 0.79177  0.13
H10 -2.58791 0.07821 1.77431  0.13
C10 -0.26141 4.24095 1.19114  -0.02
O1 0.03403 3.94520 2.54942  -0.03
C11 0.38821 2.73666 2.99542  -0.18
C12 0.76864 2.75160 4.34867  0.08
C13 1.03849 1.61908 5.09846  0.00
C14 0.87641 0.38152 4.51663  0.02
C15 0.54365 0.32097 3.15185  -0.14
C16 0.10519 -0.91113 2.65344  0.01
N7 -0.29122 -1.19653 1.42531  -0.12
N8 -0.82164 -2.48297 1.38514  0.16
C17 -0.97352 -2.94033 0.21293  -0.22
O2 -0.61045 -2.04506 -0.84350  -0.20
C18 -1.46484 -4.22751 -0.20433  -0.15
C19 -1.70051 -5.19699 0.78497  0.01
C20 -2.17823 -6.43745 0.41443  -0.03
C21 -2.42320 -6.71370 -0.92803  -0.01
C22 -2.19466 -5.75397 -1.90689  -0.04
C23 -1.71455 -4.50725 -1.55267  -0.01
C24 0.38819 1.48704 2.35271  -0.17
O3 0.17459 1.30072 1.02960  -0.25
H11 -0.66114 5.25068 1.20014  0.12
H12 -1.00310 3.55568 0.77812  0.09
H13 0.65407 4.22948 0.60623  0.08
H14 0.81483 3.73096 4.80928  0.15
H15 1.31251 1.71422 6.13907  0.14
H16 0.97599 -0.53142 5.08700  0.14
H17 0.02193 -1.74101 3.34890  0.16
H18 -1.50380 -4.97217 1.82315  0.12
H19 -2.36111 -7.19234 1.16538  0.13
H20 -2.79624 -7.68834 -1.21231  0.13
H21 -2.39614 -5.98276 -2.94359  0.12
H22 -1.54600 -3.75920 -2.31570  0.11
C25 5.00927 3.30683 0.55850  -0.06
C26 5.97139 2.13025 0.68018  -0.40
C27 6.07571 1.61106 2.10804  -0.06
C28 5.65321 1.04590 -0.35138  -0.06
N9 4.21385 0.65921 -0.32884  -0.04
C29 3.28458 0.85022 -1.25928  -0.04
N10 2.15374 0.37617 -0.76307  -0.08
N11 2.42822 -0.09391 0.46408  -0.02
N12 3.65975 0.07958 0.74116  0.17
H23 5.35013 4.14093 1.16814  0.10
H24 4.00816 3.04037 0.91879  0.06
H25 4.92977 3.66873 -0.46979  0.09
H26 6.96539 2.47475 0.37604  0.15
H27 5.11035 1.28690 2.49770  0.06
H28 6.44676 2.40107 2.75859  0.09
H29 6.76904 0.77330 2.17831  0.09
H30 6.21230 0.12153 -0.21503  0.14
H31 5.81231 1.41474 -1.36500  0.14
H32 3.44115 1.30704 -2.22241  0.17

Results
Largest force on an atom, eV/A: 1.1
Spin multiplicity: 1
Orbital gap, eV: 5.510
LUMO, Eh: -0.3964
HOMO level, eV: -16.3
Electronic energy, Ha: -2098.04640
Net charge: +3
Energy relative to the best compared isomer or geometry (same formula, charge and spin), kJ/mol: 313.9